No. 1
105
Properties=species:S:1:pos:R:3 method="wB97M-V/def2-TZVPD" total_charge=+1 gap_ev=5.0 e_tot_ev=-81054.0429 de_lowest_kj_mol=1251.52 homo_ev=-9.32
C -1.5780 0.3508 7.3246
C -1.9409 -0.5191 5.9919
O -1.3340 -1.8328 6.2011
P -1.1258 -2.6612 4.7246
O -1.7017 -1.9313 3.4978
C 0.7380 -2.8201 4.4522
C 1.2165 -2.0110 3.1587
C 0.9391 -2.7180 1.7626
C 0.4249 -4.1435 1.6189
N 0.1216 -4.9106 0.4926
N 0.4013 -4.2038 -0.5924
C 0.9118 -2.9151 -0.7438
C 1.2244 -1.9883 0.4294
C 1.7988 -0.5215 0.2475
C 0.8619 0.4871 -0.5578
C 0.2909 0.2820 -1.9788
C -0.5878 1.3735 -2.6869
C -0.9160 2.7354 -2.0096
C -0.3654 2.9420 -0.5663
C 0.5062 1.8539 0.1378
O -1.8019 -4.2161 4.8649
C -3.1298 -4.2680 4.2703
C -4.2187 -3.3409 5.0465
H -0.5302 -0.0022 7.6429
H -1.4865 1.4418 6.9999
H -2.3725 0.2060 8.1272
H -1.5184 0.0627 5.1073
H -3.0780 -0.6975 5.9108
H 1.0442 -3.9261 4.4086
H 1.2658 -2.3803 5.3783
H 0.6831 -0.9847 3.1956
H 2.3520 -1.8006 3.2298
H 0.2479 -4.7003 2.6147
H 0.1994 -4.7202 -1.4754
H 1.1115 -2.5143 -1.8000
H 2.8658 -0.5184 -0.2022
H 1.9302 -0.0736 1.3056
H 0.4992 -0.6742 -2.5573
H -0.9510 1.1372 -3.7538
H -1.5306 3.5084 -2.5792
H -0.5925 3.9418 -0.0476
H 0.8818 2.0978 1.1947
H -3.4986 -5.3526 4.4091
H -3.1485 -4.0231 3.1472
H -5.2254 -3.9020 5.0628
H -4.3682 -2.3883 4.4378
H -3.9375 -3.1593 6.1380
O -4.1178 3.0889 -2.1188
P -5.4862 3.0398 -1.4162
N -6.3451 3.2419 -2.8797
C -7.2492 4.3061 -3.2607
C -6.2965 2.1498 -3.8435
N -5.2768 4.5687 -0.6363
C -6.1825 5.7029 -0.7247
C -3.9098 5.0817 -0.5246
N -7.0311 2.9166 -0.5475
C -6.7630 2.5457 0.8680
C -8.0330 1.9449 -1.0147
H -7.9687 4.5537 -2.4744
H -7.8650 4.0409 -4.1260
H -6.6946 5.2080 -3.5366
H -6.9512 1.3254 -3.5428
H -5.2830 1.7467 -3.9337
H -6.5935 2.4601 -4.8487
H -6.0613 6.2499 -1.6642
H -5.9915 6.4118 0.0895
H -7.2281 5.4216 -0.6027
H -3.5566 5.5033 -1.4749
H -3.2202 4.2968 -0.2056
H -3.8401 5.8662 0.2371
H -6.3083 1.5508 0.9305
H -7.6834 2.5492 1.4583
H -6.0835 3.2501 1.3503
H -7.6129 0.9379 -1.0996
H -8.4702 2.2238 -1.9739
H -8.8820 1.9083 -0.3247
O 6.1303 -1.5498 -0.3512
P 7.0806 -1.8231 -1.5316
N 7.6862 -0.2260 -1.5318
C 7.6288 0.7652 -2.5853
C 8.4961 0.1858 -0.3916
N 5.7985 -1.9758 -2.6834
C 5.6633 -1.2179 -3.9174
C 4.4610 -2.2394 -2.1580
N 8.1908 -2.2264 -2.8579
C 8.1296 -3.6910 -3.1136
C 9.6232 -1.9247 -2.7015
H 7.9006 0.3600 -3.5648
H 8.3310 1.5889 -2.4220
H 6.6318 1.2121 -2.6457
H 9.5083 -0.2259 -0.4544
H 8.0595 -0.1615 0.5498
H 8.5839 1.2720 -0.3063
H 5.2807 -0.2090 -3.7372
H 4.9610 -1.7137 -4.5983
H 6.5932 -1.1562 -4.4813
H 4.0034 -1.3301 -1.7454
H 4.4878 -3.0081 -1.3820
H 3.7937 -2.6274 -2.9370
H 8.4898 -4.2532 -2.2453
H 8.7314 -3.9654 -3.9842
H 7.1120 -4.0242 -3.3237
H 10.0296 -2.3525 -1.7801
H 9.8282 -0.8538 -2.7104
H 10.1927 -2.3217 -3.5477

No. 2
17
Properties=species:S:1:pos:R:3 method="wB97M-V/def2-TZVPD" total_charge=+2 gap_ev="6.2 / 7.5" e_tot_ev=-23593.1012 de_lowest_kj_mol=0.00 multiplicity=2 homo_ev="-14.44 / -15.70"
O -1.9275 2.2478 1.8631
C -0.9862 1.4967 1.7644
O 0.1988 1.5382 2.0652
O -1.3641 0.2970 0.9273
C -0.4802 -0.5492 0.6189
C -0.5001 -1.3518 -0.5854
Tl -2.7464 4.7550 2.8365
H 0.4458 -0.5312 1.2143
H -1.5234 -1.4867 -0.9521
H -0.1565 -2.3454 -0.2320
Mg 1.8658 2.6439 2.3000
C 0.4613 -0.7974 -1.7513
C 1.7226 -1.5732 -1.9888
O 2.8153 -1.1069 -1.7478
H 0.7099 0.2635 -1.6321
H 1.5933 -2.6781 -2.0185
H -0.1283 -0.8221 -2.6817

No. 3
109
Properties=species:S:1:pos:R:3 method="wB97M-V/def2-TZVPD" total_charge=0 gap_ev="7.2 / 7.2" e_tot_ev=-107437.0337 homo_ev="-8.79 / -8.79"
Ce -0.1905 0.4522 -0.5691
O 3.5770 1.8341 0.3708
C 2.9378 0.5951 0.3262
O 1.9023 0.6195 -0.6313
C 2.2414 0.4187 1.6721
C 2.8777 0.6517 2.8895
C 2.1975 0.5729 4.0564
C 0.8094 0.2447 3.9920
C 0.2635 0.1061 2.7431
N 0.9951 0.1760 1.6269
C -1.1801 -0.2007 2.4773
O -1.8035 -0.6895 3.3996
O -1.5399 0.0866 1.2258
H 2.8812 2.4897 0.1699
H 3.9699 0.8635 2.7812
H 2.7142 0.6930 5.0810
H 0.1775 0.1271 4.8980
C 1.7795 4.2549 1.6564
C 0.9372 4.7534 0.3995
C 1.4952 4.4222 -0.9449
C -0.4797 4.4296 0.7157
C -1.1022 5.1819 1.7223
C -2.3274 4.8660 2.2881
C -2.9531 3.7442 1.7821
C -2.5028 3.0885 0.6119
C -3.4539 2.1140 -0.1161
C -4.4537 1.3029 0.6782
C -4.2868 2.9219 -1.1398
C -1.2642 3.4435 0.0678
N -0.8349 2.6423 -1.0517
C -0.9081 3.1989 -2.2775
O -1.2241 4.2742 -2.6225
C -0.6578 2.1691 -3.3685
C -0.8693 2.4328 -4.7172
C -0.8297 1.3477 -5.5742
C -0.6937 0.0429 -5.0600
C -0.4517 -0.1230 -3.7510
N -0.4902 0.9244 -2.9097
C -0.5300 -1.5354 -3.1689
O -0.6183 -2.4582 -3.9360
N -0.5829 -1.5900 -1.8082
C -1.2359 -2.8438 -1.3807
C -0.5287 -4.0015 -1.0064
C -1.1522 -5.2310 -0.7354
C -2.5382 -5.2722 -0.9834
C -3.2252 -4.1178 -1.2510
C -2.6159 -2.8999 -1.5294
C -3.4183 -1.6815 -1.9776
C -4.7715 -1.5870 -1.3449
C -3.6681 -1.6559 -3.4617
C 0.9690 -4.0116 -0.7446
C 1.8296 -3.7835 -1.9595
C 1.3486 -3.1668 0.4103
H 2.8306 4.6520 1.5920
H 1.8014 3.1397 1.7414
H 1.1931 4.5772 2.5317
H 1.0626 5.8002 0.4699
H 1.7038 3.3756 -1.0859
H 2.4474 4.9278 -1.1570
H 0.8021 4.7927 -1.7059
H -0.5362 5.9486 2.1737
H -2.7714 5.3781 3.1472
H -3.7834 3.2856 2.3315
H -2.8326 1.4104 -0.6816
H -5.2172 1.9068 1.2319
H -3.9622 0.6891 1.4145
H -4.8889 0.5775 -0.0059
H -4.9862 3.5662 -0.6142
H -4.8692 2.2895 -1.8106
H -3.6602 3.5670 -1.7514
H -1.0594 3.4334 -5.1049
H -1.0361 1.5738 -6.5711
H -0.7865 -0.7662 -5.7531
H -0.5835 -6.0120 -0.3588
H -2.9904 -6.2440 -0.8304
H -4.3442 -4.2342 -1.4088
H -2.8893 -0.7768 -1.6242
H -5.3204 -2.5196 -1.5664
H -5.3737 -0.7191 -1.6846
H -4.6577 -1.4928 -0.2859
H -4.5909 -2.1960 -3.6601
H -2.8665 -1.9711 -4.1310
H -3.8449 -0.5971 -3.7085
H 1.1714 -4.9887 -0.4240
H 1.7079 -2.7391 -2.2934
H 1.6436 -4.4815 -2.7795
H 2.8379 -3.9543 -1.7494
H 1.0038 -2.0779 0.3705
H 2.4211 -3.0711 0.5439
H 0.8732 -3.5618 1.3698
Cl 0.3127 -6.3879 3.9777
C -0.2915 -4.7099 4.2866
Cl 0.8180 -3.7854 5.2640
H -1.3118 -4.8309 4.6591
H -0.2884 -4.2628 3.3138
F 7.6363 -1.0881 4.1679
C 6.8427 -1.1258 3.1372
C 5.7624 -1.9812 3.0873
C 4.8445 -1.7407 2.0555
C 4.9232 -0.7205 1.1333
C 3.9571 -0.5776 -0.0139
C 6.0612 0.0773 1.2013
C 7.0468 -0.1587 2.1388
H 5.6539 -2.7490 3.8959
H 4.0275 -2.5144 1.9785
H 3.3424 -1.5166 -0.0714
H 4.3473 -0.2959 -1.0008
H 6.1961 0.8467 0.4718
H 7.9489 0.3965 2.1253

No. 4
80
Properties=species:S:1:pos:R:3 method="wB97M-V/def2-TZVPD" total_charge=+2 gap_ev=8.3 e_tot_ev=-55140.7338 de_lowest_kj_mol=75.17 homo_ev=-14.13
Sr 0.8829 0.0128 -0.1024
N -1.1760 -1.5127 -0.8437
C -1.1062 -2.8840 -0.2840
C -0.6083 -2.8419 1.1474
N 0.7623 -2.2944 1.2544
C 1.7633 -3.2670 0.7430
C 2.7941 -2.6611 -0.2023
N 2.1275 -1.9086 -1.2975
C 1.0337 -1.9269 2.6606
C 2.3692 -1.2252 2.8324
N 2.4572 -0.0410 1.9394
H -2.0073 -1.0562 -0.4754
H -1.3168 -1.5522 -1.8491
H -0.4350 -3.4721 -0.9094
H -2.0708 -3.3909 -0.3061
H -0.6725 -3.8395 1.5960
H -1.2721 -2.1921 1.7273
H 1.2415 -4.0716 0.2221
H 2.2870 -3.7469 1.5743
H 3.4252 -3.4678 -0.5793
H 3.4424 -1.9629 0.3294
H 1.6068 -2.5537 -1.8840
H 2.8376 -1.5166 -1.9114
H 1.0121 -2.8089 3.3122
H 0.2352 -1.2564 2.9900
H 3.1924 -1.8960 2.5902
H 2.4839 -0.9591 3.8850
H 3.4051 0.3178 1.9557
H 1.8598 0.6908 2.3305
O -6.3172 1.2428 3.3571
N -5.4980 0.7673 4.1183
O -5.7594 0.1859 5.1450
C -4.0525 0.9656 3.8075
C -3.2378 1.0002 4.8658
C -1.8372 1.2248 4.6958
C -1.0159 1.4144 5.8193
C 0.3070 1.6880 5.6323
C 0.7846 1.7117 4.3182
N 0.0530 1.4939 3.2371
C -1.2740 1.2849 3.4137
C -2.1680 1.2005 2.2539
N -1.6363 1.2666 1.0057
C -2.4599 1.4020 -0.0162
C -3.8474 1.3874 0.0865
C -4.4031 1.2068 1.3214
C -3.5673 1.1249 2.4544
H -3.6489 0.8818 5.8598
H -1.4486 1.3646 6.8124
H 0.9765 1.8793 6.4607
H 1.8398 1.9178 4.1586
H -1.9985 1.5238 -0.9904
H -4.4663 1.5041 -0.7934
H -5.4726 1.1595 1.4378
O -3.5496 -1.3416 -6.9266
C -2.3071 -0.8730 -7.1572
O -1.8899 -0.7683 -8.2697
C -1.4824 -0.4636 -5.9644
C -0.1027 -0.4779 -6.1207
C 0.7261 -0.0620 -5.0955
C 0.1836 0.3939 -3.8969
C -1.1943 0.3863 -3.7309
C -2.0266 -0.0273 -4.7625
N 1.0271 0.8552 -2.8283
C 1.9919 1.6095 -3.1667
C 2.9945 2.1403 -2.2167
C 4.0382 2.8930 -2.7236
C 4.9757 3.4260 -1.8493
C 4.8185 3.1958 -0.4972
C 3.7404 2.4284 -0.0781
N 2.8427 1.8924 -0.9042
H -3.7077 -1.4789 -5.9857
H 0.3073 -0.8117 -7.0654
H 1.8007 -0.1115 -5.2252
H -1.6139 0.7635 -2.8085
H -3.1012 0.0362 -4.6305
H 2.1169 1.9284 -4.2029
H 4.1104 3.0672 -3.7906
H 5.8022 4.0179 -2.2200
H 5.5077 3.6057 0.2290
H 3.5852 2.2618 0.9816

No. 5
69
Properties=species:S:1:pos:R:3 method="wB97M-V/def2-TZVPD" total_charge=+1 gap_ev=7.3 e_tot_ev=-53740.8291 de_lowest_kj_mol=0.00 homo_ev=-9.61
Cd 0.6615 -0.2941 0.1792
C -1.3594 -0.9284 4.5289
C -0.7986 -1.2624 3.1695
O -0.7797 -0.4649 2.2375
N -0.3162 -2.5143 3.0797
C 0.3482 -3.0685 1.9097
C -0.6210 -3.2319 0.7602
C -1.3440 -4.4115 0.6035
C -2.2376 -4.5210 -0.4501
C -2.3766 -3.4468 -1.3150
C -1.6111 -2.3137 -1.0913
N -0.7559 -2.2074 -0.0799
H -1.8743 0.0261 4.4972
H -0.5445 -0.8633 5.2477
H -2.0504 -1.6988 4.8630
H -0.3495 -3.0892 3.9067
H 0.7635 -4.0357 2.1861
H 1.1707 -2.4127 1.5927
H -1.1981 -5.2345 1.2885
H -2.8083 -5.4257 -0.5948
H -3.0556 -3.4851 -2.1516
H -1.6709 -1.4606 -1.7529
C -0.0853 0.4020 -4.7372
C -0.6227 0.8556 -3.3902
O 0.2323 0.4539 -2.3229
H -0.8216 0.5807 -5.5152
H 0.1519 -0.6603 -4.7157
H 0.8196 0.9553 -4.9878
H -1.5991 0.4081 -3.1918
H -0.7428 1.9479 -3.3729
H 1.1476 0.5457 -2.6274
C 2.0206 2.9370 -1.1712
P 0.7027 2.3668 -0.0197
C 1.3108 3.0915 1.5505
C -0.6527 3.5419 -0.4401
H 2.3014 3.9621 -0.9314
H 1.6737 2.9006 -2.2021
H 2.8927 2.2943 -1.0616
H 1.4610 4.1643 1.4433
H 2.2519 2.6141 1.8208
H 0.5874 2.9046 2.3427
H -0.2471 4.5486 -0.5461
H -1.3990 3.5367 0.3520
H -1.1345 3.2486 -1.3707
C 1.9638 -2.7354 -1.8042
Si 3.3668 -1.6455 -1.0834
C 4.8538 -2.8176 -0.8345
C 3.8146 -0.4029 -2.4878
N 2.6909 -0.8359 0.2815
C 3.3107 -0.5064 1.4634
C 2.5552 0.0144 2.5281
C 3.1175 0.3099 3.7558
C 4.4658 0.0917 3.9792
C 5.2354 -0.4037 2.9378
C 4.6808 -0.6914 1.7084
H 2.3389 -3.2852 -2.6602
H 1.1156 -2.1456 -2.1475
H 1.5998 -3.4665 -1.0875
H 4.8534 -3.5923 -1.5939
H 4.8402 -3.3080 0.1329
H 5.7933 -2.2829 -0.9199
H 4.6883 -0.7394 -3.0380
H 4.0431 0.5904 -2.1089
H 3.0090 -0.3145 -3.2139
H 1.4910 0.1928 2.3748
H 2.4897 0.7057 4.5426
H 4.9110 0.3153 4.9367
H 6.2912 -0.5734 3.0874
H 5.3132 -1.0526 0.9176

No. 6
15
Properties=species:S:1:pos:R:3 method="wB97M-V/def2-TZVPD" total_charge=0 gap_ev=8.6 e_tot_ev=-8293.7115 de_lowest_kj_mol=123.96 smiles="C=C1CN(C)C=N1" homo_ev=-7.81
C 2.6412 0.2967 0.0312
C 1.3585 0.1687 0.3304
C 0.2736 0.2004 -0.7068
N -0.8542 -0.2931 0.0516
C -2.2112 -0.1982 -0.4162
C -0.4384 -0.3460 1.3570
N 0.8067 -0.1056 1.5939
H 3.0061 0.1897 -0.9720
H 3.4245 0.3853 0.7534
H 0.7094 -0.3767 -1.5604
H 0.0717 1.1927 -1.1325
H -2.3264 -0.7820 -1.3353
H -2.8891 -0.6064 0.3389
H -2.5043 0.8408 -0.6298
H -1.1508 -0.6259 2.1296

No. 7
19
Properties=species:S:1:pos:R:3 method="wB97M-V/def2-TZVPD" total_charge=0 gap_ev=10.1 e_tot_ev=-9473.3002 de_lowest_kj_mol=177.10 smiles="CC/C=C/CO.O" homo_ev=-9.53
C -1.7068 -1.7721 -0.8863
C -0.3150 -1.1215 -0.8218
C 0.1149 -0.6601 0.5733
C -0.4239 0.3903 1.1752
C 0.1365 0.9866 2.4422
O 0.5180 2.3416 2.2235
H -2.1721 -1.7437 0.0813
H -1.6437 -2.7699 -1.2897
H -2.3705 -1.2165 -1.5504
H -0.2207 -0.1785 -1.3593
H 0.4237 -1.7900 -1.2302
H 0.9643 -1.1881 0.9996
H -1.3442 0.8527 0.8266
H 0.9812 0.3730 2.7569
H -0.6520 1.0846 3.1759
H 1.3857 2.4334 1.8317
O 2.2512 0.9891 -3.1656
H 1.3469 1.3185 -3.1048
H 2.7263 1.6705 -2.6783

No. 8
72
Properties=species:S:1:pos:R:3 method="wB97M-V/def2-TZVPD" total_charge=0 gap_ev="6.0 / 5.0" e_tot_ev=-65451.7273 de_lowest_kj_mol=0.00 multiplicity=2 homo_ev="-7.91 / -7.84"
Ir -1.1034 -0.4646 0.2389
O -1.8171 -1.1223 2.0306
C -2.9704 -0.6631 2.4775
C -3.1624 -0.5762 3.8707
C -4.3344 -0.0926 4.4004
C -5.3813 0.3139 3.5662
C -5.2357 0.1811 2.2086
C -4.0473 -0.3110 1.6390
C -4.0075 -0.4837 0.2127
N -2.9670 -0.6761 -0.5101
N -3.1691 -0.7222 -1.8594
C -2.0841 -0.4846 -2.5306
O -0.9258 -0.2493 -2.0043
C -2.2334 -0.3987 -4.0081
C -3.4927 -0.4121 -4.6036
C -3.6101 -0.2915 -5.9783
C -2.4757 -0.1504 -6.7678
C -1.2199 -0.1426 -6.1797
C -1.1011 -0.2554 -4.8027
H -2.3293 -0.8701 4.4969
H -4.4520 -0.0279 5.4753
H -6.2843 0.7346 3.9869
H -6.0325 0.4902 1.5407
H -4.9507 -0.4224 -0.3206
H -4.3687 -0.5221 -3.9812
H -4.5904 -0.3003 -6.4373
H -2.5731 -0.0547 -7.8420
H -0.3342 -0.0439 -6.7939
H -0.1267 -0.2411 -4.3349
C 1.8368 -2.2613 -3.0587
C 1.6061 -2.1442 -1.5617
C 2.6794 -2.8392 -0.7458
O 1.5130 -0.7867 -1.1434
C 0.2528 -2.9365 -1.2433
O 0.1131 -3.9847 -1.8470
O -0.5541 -2.4421 -0.3596
H 2.7958 -1.8057 -3.3260
H 1.0400 -1.7462 -3.5996
H 1.8340 -3.3056 -3.3550
H 3.6333 -2.3152 -0.8637
H 2.7918 -3.8693 -1.0784
H 2.4221 -2.8292 0.3130
H 1.0000 -0.3141 -1.8096
S -1.7135 1.7938 0.4451
C -0.2032 2.3003 1.0959
N -0.1218 3.6059 1.3333
N 0.9852 4.1729 1.7470
C 2.3440 3.9156 1.4693
C 3.2833 4.6111 2.2299
C 4.6354 4.4410 1.9948
C 5.0648 3.5892 0.9867
C 4.1286 2.9159 0.2124
C 2.7744 3.0758 0.4416
N 0.7621 1.4222 1.4525
N 0.5361 0.1967 1.3137
C 1.3429 -0.6458 2.1077
C 1.0469 -2.0070 2.1775
C 1.7862 -2.8327 3.0074
C 2.8195 -2.3163 3.7721
C 3.1248 -0.9581 3.6980
C 2.3993 -0.1265 2.8757
H 0.7912 5.0130 2.2712
H 2.9391 5.2849 3.0074
H 5.3586 4.9719 2.5992
H 6.1227 3.4638 0.7985
H 4.4573 2.2592 -0.5823
H 2.0575 2.5735 -0.1892
H 0.2194 -2.4128 1.6142
H 1.5439 -3.8855 3.0583
H 3.3803 -2.9616 4.4365
H 3.9249 -0.5492 4.3015
H 2.6262 0.9280 2.8131